(1)
A molecular structure, C50H56ClN3NaO4P3S4, computed with ωB97M-V/def2-TZVPD.

Spin multiplicity: 1
Total charge: -2
Electronic energy (Ha): -5643.67597

```
122
Properties=species:S:1:pos:R:3:forces:R:3
H 2.438105 4.225771 -0.715156 0.019 -0.008 0.029
C -0.346929 4.716103 -3.210437 0.028 0.023 0.060
C -2.565682 -2.651054 0.731968 0.037 -0.010 -0.013
C -2.585749 -4.885135 -0.194122 0.014 -0.002 0.000
H 2.293405 -0.349032 -4.268342 0.009 -0.003 -0.006
H 4.583327 -3.218317 -2.060650 -0.001 -0.011 -0.003
C 2.499408 -1.391019 2.722296 0.093 0.048 0.032
H 2.028100 -3.059374 6.859223 -0.011 -0.013 0.014
C 5.224718 -1.038095 3.069532 -0.056 -0.028 0.003
H 3.607624 -2.398243 6.430849 0.031 0.003 0.003
S -2.004983 5.818796 0.152198 0.126 0.032 0.031
H -4.736674 1.488584 1.267327 0.007 0.124 -0.073
H 4.028709 -2.053219 0.030324 -0.004 -0.015 0.007
H -1.966992 -4.421949 5.470556 -0.008 -0.011 0.006
H -0.189304 -0.975822 -7.427503 0.003 -0.002 -0.006
H 0.445371 -4.353011 5.954600 0.008 -0.006 0.007
C -5.247119 -0.349925 3.562977 0.002 0.003 0.024
H 1.670719 0.760809 -2.170044 -0.009 0.079 0.003
C 5.067496 4.109866 0.493366 0.034 -0.006 -0.036
C 3.427480 1.847417 0.467402 0.022 -0.014 -0.077
C 0.049744 -3.778681 5.125483 0.019 0.016 0.001
H -4.763043 1.546158 -0.336442 0.027 0.086 0.076
O 1.164437 -1.519838 2.479312 -0.004 0.022 -0.127
N -3.386360 2.724205 0.476386 -0.089 0.072 -0.031
C 2.556570 -2.429918 6.142271 0.000 -0.017 -0.013
H 5.819303 3.385855 -1.382522 0.007 0.000 -0.009
O -0.305142 -1.780313 -2.069827 -0.011 -0.064 -0.037
C 0.387588 -2.279448 3.298707 -0.105 -0.073 0.103
H 5.095384 0.321759 1.418903 -0.047 -0.074 0.064
C -2.425384 1.864147 -6.093924 0.007 -0.008 -0.002
H 5.032684 -2.403620 4.697824 0.009 -0.013 0.010
S 0.193690 2.482447 1.820234 -0.390 0.026 0.167
H 0.241611 5.551408 -3.603190 0.011 -0.026 -0.010
C -3.669055 1.429319 3.892215 0.055 0.014 -0.027
H 2.463426 -5.065807 5.334300 -0.013 -0.006 0.007
H -4.586046 -1.995389 2.372354 -0.016 -0.022 -0.003
H 2.151715 -1.420270 6.208218 -0.007 0.017 -0.001
C -3.741296 -4.595476 -0.904057 -0.010 -0.009 0.002
C 3.187215 -0.524651 1.868949 0.097 0.088 0.007
O -4.437025 0.314471 -2.026136 -0.112 0.110 -0.086
H -3.062603 2.652330 -5.712643 -0.016 0.020 0.013
C 2.977508 -4.400454 4.639344 -0.021 0.020 -0.005
H -4.161650 -1.381060 0.046064 -0.014 0.022 0.019
C -1.581510 1.181718 -5.208941 0.004 -0.006 -0.034
H 0.939238 5.124937 -0.474190 -0.038 0.028 0.050
O -2.336171 -0.069396 -1.366476 0.187 -0.161 -0.384
H -2.868366 -3.090551 3.598790 0.000 -0.001 0.001
H -4.188284 -5.342000 -1.548672 -0.008 -0.004 -0.010
C -3.723195 -2.369398 0.005944 -0.029 -0.054 0.047
H -2.125572 -5.862114 -0.278261 0.007 -0.012 -0.001
C 4.551230 -0.359987 2.064870 0.117 0.036 -0.035
C 4.515268 -1.883477 3.900822 -0.050 0.021 -0.022
Na -1.454101 1.457961 -0.085508 0.191 0.391 0.173
H 3.741556 -2.364605 -4.226844 0.009 0.011 0.003
H -3.400799 2.399469 4.291707 -0.017 0.002 -0.006
C 3.962013 -2.331160 -2.091414 0.013 0.012 0.017
H -1.077052 0.871524 -3.250568 -0.063 0.018 0.024
C -0.815550 -0.169964 -7.062706 0.004 -0.001 -0.006
H 2.030722 5.564397 -1.820426 -0.002 0.015 -0.013
Cl -4.611521 -1.840865 -4.044141 -0.005 0.009 -0.027
C -3.357605 -0.261327 -2.104595 -0.135 -0.198 0.167
C 1.991002 3.255417 -3.585392 -0.026 -0.009 -0.040
H 4.088280 4.589454 2.345073 0.013 0.012 0.016
C -4.316371 -1.038956 2.800653 0.006 0.040 -0.060
C -1.650309 0.512520 -7.938727 0.001 0.005 -0.005
C -3.054143 -0.493581 2.560622 0.024 -0.038 0.073
H -1.091901 -4.159469 1.151437 0.004 0.004 0.012
C -4.307966 -3.332552 -0.801454 -0.057 -0.028 0.081
C -1.806907 -3.071959 3.809797 -0.035 -0.023 0.005
C -3.144841 -1.391146 -3.123395 0.033 0.028 -0.092
H -0.830699 4.194381 -4.035826 -0.034 -0.018 -0.026
S -0.943010 3.957963 2.770874 0.073 -0.132 0.031
H 5.690063 4.996358 0.494862 0.002 0.014 -0.010
H -2.250273 2.063597 -3.471766 -0.045 -0.035 -0.052
H 1.576637 2.609828 -4.364007 -0.012 -0.006 -0.002
N -4.737713 2.149983 0.489819 0.052 -0.150 0.016
H -1.000316 -1.204233 -1.681132 -0.032 0.045 -0.006
H -0.130860 -0.392872 -5.039030 -0.002 -0.021 0.028
H -5.659083 1.430958 4.691909 -0.003 -0.006 0.003
H 0.448985 -1.708448 -1.477340 0.030 0.024 0.024
C 5.138051 3.209730 -0.558622 0.089 0.038 0.013
H 2.863186 2.761738 -3.157735 0.063 -0.069 0.050
C -0.980821 -2.291615 3.012819 -0.038 -0.076 0.018
C -2.740604 0.746870 3.115052 0.027 -0.008 0.046
H -1.093844 5.111779 -2.521639 -0.064 0.018 0.035
H 4.037320 -4.401432 4.895843 0.030 0.010 0.005
C 3.495108 -1.850422 -3.305679 -0.017 -0.022 -0.017
P 2.283094 0.404645 0.555672 0.019 0.082 -0.034
C 3.641768 -1.676802 -0.907923 0.037 -0.022 -0.039
H 2.868116 -4.805027 3.632880 -0.003 -0.006 -0.019
C 3.142746 -2.071602 3.749653 0.087 -0.050 0.061
H -3.119841 2.069185 -8.097152 -0.002 0.000 -0.010
P -1.692552 -1.301913 1.617132 -0.066 -0.005 0.006
N -1.505835 1.526933 -3.886529 0.130 -0.018 0.064
C -4.924685 0.886014 4.111239 -0.042 -0.001 -0.002
C -0.774570 0.154804 -5.718684 0.010 -0.014 -0.005
C -1.305630 -3.820581 4.860540 -0.024 0.018 -0.014
C -2.452911 1.528963 -7.435525 -0.015 0.008 -0.006
C 4.332046 2.078144 -0.564328 -0.059 -0.061 -0.072
C 0.919914 -3.010527 4.359682 0.009 -0.041 0.039
H -5.186426 -3.074171 -1.378366 -0.022 -0.014 -0.003
H -1.763906 1.189757 2.931905 -0.007 0.023 -0.046
C 4.178609 3.878150 1.534171 -0.026 0.010 -0.012
C 2.835371 -0.541375 -0.921758 -0.023 -0.019 0.025
H 2.318199 4.192316 -4.046011 -0.017 0.031 0.014
H 6.288699 -0.896756 3.206035 0.024 -0.002 0.009
C 2.343093 -0.089699 -2.147991 0.029 -0.017 -0.047
H -2.801351 -2.282684 -2.606301 0.021 0.034 -0.040
C 1.625499 4.738005 -1.228560 0.003 0.011 0.044
S -0.736424 5.744219 1.783818 -0.083 0.046 -0.152
C 2.396814 -2.977304 4.711884 -0.014 0.003 0.012
C -2.002121 -3.920278 0.614306 -0.013 0.000 0.018
H -3.431088 3.586382 -0.068007 -0.048 -0.067 0.085
H 2.611339 2.623611 2.291246 0.082 -0.001 0.025
H 4.406681 1.379567 -1.389644 0.005 0.017 0.016
H -3.196563 3.100907 1.405881 -0.039 -0.055 -0.028
C 3.357253 2.763089 1.518826 0.111 0.047 0.016
H -1.683051 0.251304 -8.988048 0.001 -0.004 -0.018
H -2.389952 -1.106584 -3.851285 0.008 0.021 -0.007
P 0.719097 3.549881 -2.274127 -0.047 -0.049 -0.055
H -6.230479 -0.776790 3.721311 -0.003 0.005 0.002
C 2.685419 -0.723128 -3.330549 -0.012 0.002 -0.038
```
Forces are in eV/Å.

These are the Löwdin partial charges, in e, on atoms 1 to 6:
1. H 0.00
2. C -0.32
3. C -0.36
4. C -0.09
5. H 0.10
6. H 0.09


(2)
A molecular structure, C43H55ClMgN3O2P2S in a non-equilibrium geometry, computed with ωB97M-V/def2-TZVPD.

Spin multiplicity: 1
Total charge: -1
Electronic energy (Ha): -3727.61863

```
108
Properties=species:S:1:pos:R:3:forces:R:3
H -0.801860 1.868235 4.302372 0.026 -0.004 -0.001
H -2.424470 -3.858253 -2.844782 0.020 -0.029 -0.043
H 4.564433 1.832181 3.659138 0.011 0.008 -0.030
H 6.646438 2.684962 4.409593 0.002 0.004 -0.019
C -2.775399 -3.753476 -0.742335 -0.032 -0.001 -0.011
H 2.971234 1.271577 1.842090 0.114 0.024 -0.079
H 1.144673 2.086535 -3.278971 0.033 -0.029 -0.077
C -7.124221 -0.306422 -0.007767 0.097 0.030 0.023
H 0.225797 1.739607 5.735381 -0.014 -0.047 0.007
H -0.355335 1.398264 -3.847710 -0.054 -0.042 0.007
C 6.996678 3.049196 3.443586 -0.036 -0.005 -0.054
H 2.858677 -0.443825 4.050876 -0.081 0.014 0.030
C -0.110850 1.213609 4.835758 0.064 -0.035 0.022
H -4.814540 0.260888 -3.537639 0.008 0.016 -0.011
H -2.435921 0.766720 -4.473891 0.011 -0.016 -0.013
C -0.056644 4.168345 1.310821 0.015 0.082 -0.121
H -4.931116 -0.297499 -5.210057 -0.003 -0.021 0.027
H -0.344395 -2.958295 -2.237766 -0.089 0.036 -0.014
C -1.386475 2.902135 -0.236623 0.204 -0.075 0.003
H -3.136721 1.745021 1.241246 -0.049 -0.032 -0.014
C -4.860129 -0.770935 -1.029746 0.119 0.017 -0.156
Cl 1.502440 0.030985 -4.399416 -0.181 0.124 0.093
C 1.366731 -4.285799 -2.351623 -0.126 -0.019 0.000
H -5.484938 -1.330623 -3.891613 0.018 0.042 0.029
N 2.571363 0.227133 -0.796739 0.443 -0.187 -0.148
H -2.917881 -4.832170 -0.614355 -0.011 0.053 -0.011
C -0.210022 -2.329170 1.703739 -0.040 -0.053 0.026
C -0.999654 1.680052 0.348937 -0.164 -0.108 0.243
C -4.523877 -3.764883 -2.547386 -0.042 -0.054 0.007
H -3.289012 -2.157376 -4.616798 0.045 -0.078 -0.011
H -5.519106 1.427768 1.405712 0.040 0.016 -0.043
P -2.552818 -1.555280 -2.424792 0.164 0.001 -0.127
C 2.714437 -4.364176 -2.195585 0.100 -0.035 -0.028
S 3.063017 1.721862 -0.993360 0.192 0.023 -0.077
H 1.235507 5.330806 2.588377 -0.038 0.000 -0.020
C 3.387614 -0.863537 -1.097728 -0.378 0.389 0.121
H -2.477242 -1.012401 1.870787 -0.048 0.053 -0.103
C 3.901930 1.788389 1.621924 -0.002 0.008 0.009
H -5.254713 -3.441877 -1.803229 0.045 -0.036 -0.045
C 6.303728 3.035059 1.020416 0.015 0.008 0.046
C -3.472936 -0.602378 -1.184097 0.002 -0.002 0.123
H -0.215773 6.195649 2.060008 0.026 -0.034 -0.013
H 5.399891 -4.134396 -1.874984 -0.038 0.011 0.015
C 5.480967 -2.083970 -1.278063 0.024 0.155 0.056
C 0.541505 1.175813 -3.271525 0.141 -0.110 -0.109
C 0.295926 2.980723 1.913870 -0.081 -0.127 0.075
H 0.782659 -5.138680 -2.670860 -0.017 0.013 -0.016
C 4.209221 2.110547 0.308643 0.122 0.015 0.155
H 2.339241 0.209615 5.615245 -0.018 -0.020 -0.025
H 0.857911 -2.535591 1.600942 -0.032 0.012 0.031
C 3.437135 -3.223916 -1.783931 -0.018 -0.031 -0.001
C 5.414749 2.730194 0.000427 -0.085 -0.012 0.091
H -2.034893 2.851121 -1.102830 -0.002 0.003 -0.023
H -7.645028 0.621931 0.239845 0.012 -0.029 -0.016
C 1.985019 -0.198525 4.663040 0.061 0.005 -0.018
O 1.872668 2.512824 -0.744104 0.039 -0.014 0.035
H 1.115511 5.928386 0.932670 -0.014 -0.012 0.034
H 1.707023 1.705261 3.822416 0.029 0.065 -0.035
H 1.002402 3.047984 2.731310 -0.049 -0.026 0.007
H 5.299240 -0.015790 -0.699179 0.012 -0.047 -0.015
C -0.931881 4.113636 0.222988 -0.011 0.037 0.088
C 4.760156 -0.905421 -0.995985 0.064 0.025 0.009
H -2.636171 -0.204550 -5.938954 -0.023 0.016 0.083
P 0.661821 0.239264 2.233882 -0.127 -0.089 -0.062
H -4.836392 -3.391454 -3.525159 0.033 -0.033 0.064
C 4.802877 2.094810 2.632675 -0.027 -0.003 -0.027
H 5.638114 2.955370 -1.035092 -0.011 -0.009 0.049
N 1.341147 -1.981892 -1.681919 0.354 0.045 0.235
C 2.702705 -2.049127 -1.518093 -0.292 0.030 -0.044
O 3.799666 1.952881 -2.209473 0.047 0.036 0.015
C 6.012290 2.722582 2.348332 0.047 0.012 -0.019
H -1.315717 -0.545849 -4.805025 0.007 -0.027 0.002
H -2.401969 -1.744913 3.472257 0.003 0.043 -0.054
H 6.560987 -2.070557 -1.187766 -0.016 0.027 0.002
H -0.084632 -1.464367 3.651148 0.100 -0.064 0.101
C -3.604664 1.037221 0.570116 -0.014 -0.065 0.057
H 3.251643 -5.286046 -2.391270 -0.005 0.012 -0.004
C -5.635846 -0.079260 -0.124844 -0.086 0.089 0.042
H -7.540907 -0.681629 -0.945362 0.025 0.003 0.026
H -2.228938 0.005062 3.281594 0.009 0.009 0.004
H 7.969858 2.595881 3.242772 -0.021 0.009 0.008
C -0.180841 1.720163 1.495651 0.061 -0.011 -0.003
H 7.149532 4.127740 3.525096 -0.006 -0.015 -0.002
C -4.962092 0.851230 0.670445 -0.039 -0.056 0.046
H -1.226981 5.028923 -0.280769 0.018 -0.024 -0.005
H -3.424799 -3.235971 -0.028939 0.051 -0.025 -0.037
C -1.980950 -0.957895 2.834982 0.001 0.062 0.085
H -7.368335 -1.032690 0.773995 0.012 0.011 -0.011
C 0.720918 -3.060117 -2.091726 0.056 0.150 0.058
H -0.594512 -2.071574 0.713490 0.015 0.028 0.027
C -3.300819 -1.184887 -4.114757 0.032 0.260 0.064
H 1.462599 -1.131810 4.887013 0.018 0.037 -0.007
H -0.662129 0.325867 5.158267 0.002 0.033 -0.031
H -5.363369 -1.467224 -1.686408 0.022 0.032 -0.014
C 1.083272 0.822547 3.963973 -0.071 0.086 -0.036
H 7.245545 3.520868 0.781566 -0.043 -0.032 0.015
C -2.775268 0.303306 -0.331479 0.259 0.090 0.041
C -0.479200 -1.176685 2.677037 -0.120 0.027 -0.330
C 4.846751 -3.228512 -1.654260 -0.046 -0.059 -0.027
H -1.742752 -3.513947 -0.480233 -0.057 -0.023 -0.002
H -4.567158 -4.858772 -2.584152 -0.017 0.017 0.007
C -4.716303 -0.612639 -4.183511 -0.064 -0.114 -0.005
C -3.108639 -3.324954 -2.172657 -0.014 -0.054 0.071
H -0.710143 -3.245712 2.039640 -0.007 0.068 -0.036
Mg 0.544421 0.347645 -1.280310 -0.667 -0.600 -0.609
N -1.401494 0.472208 -0.291753 0.058 0.210 0.395
C -2.360749 -0.246047 -4.878652 0.031 -0.012 0.007
C 0.549533 5.477156 1.751911 -0.058 -0.044 -0.024
```
Forces are in eV/Å.

These are the Löwdin partial charges, in e, on atoms 1 to 6:
1. H 0.07
2. H 0.09
3. H 0.10
4. H 0.07
5. C -0.13
6. H 0.05


(3)
A single C3H5NO2 molecule, computed with ωB97M-V/def2-TZVPD.

Spin multiplicity: 1
Total charge: 0
Electronic energy (Ha): -322.38905

```
11
Properties=species:S:1:pos:R:3:forces:R:3
H -0.236055 -0.432640 -1.258314 0.137 0.213 0.067
N 0.313923 -1.711760 1.561838 -0.450 0.653 -0.301
O -1.087069 -1.227148 1.362916 -0.415 -0.295 0.202
C 0.898887 -0.721396 1.076526 -0.698 -0.058 0.086
H -1.738209 -1.862619 1.685119 0.516 -0.575 0.270
O -0.357285 1.655577 -1.235963 -0.070 0.091 -0.257
H 0.530192 1.328821 1.052918 0.357 0.061 -0.122
H -0.628338 1.665944 -2.160866 0.014 0.052 0.134
C 0.355089 0.461714 -0.997710 0.337 -0.229 0.012
H 1.298120 0.423988 -1.558224 -0.103 0.074 -0.083
C 0.650744 0.419520 0.471760 0.375 0.012 -0.006
```
Forces are in eV/Å.

These are the Löwdin partial charges, in e, on atoms 1 to 6:
1. H 0.13
2. N 0.06
3. O -0.12
4. C -0.12
5. H 0.07
6. O -0.06